[1]
130
Properties=species:S:1:pos:R:3 method="wB97M-V/def2-TZVPD" charge=-1 total_energy_ev=-96300.609
C 0.228 -5.033 1.608
C 1.425 -4.583 2.538
C 2.760 -4.986 1.805
C 3.280 -3.870 0.844
C 2.664 -3.889 -0.590
C 3.496 -2.917 -1.504
C 2.793 -1.580 -1.922
C 1.863 -0.911 -0.864
C 2.638 -0.089 0.223
C 1.882 -0.077 1.599
C 0.601 0.821 1.552
C -0.472 0.364 2.607
C -1.139 -1.013 2.268
C -2.520 -0.794 1.571
P -3.157 -2.446 0.814
C -4.455 -1.519 -0.257
C -5.238 -2.520 -1.172
C -6.186 -3.478 -0.363
Cl -5.914 -5.194 -0.973
H 0.485 -5.935 1.024
H -0.638 -5.219 2.268
H -0.056 -4.182 0.958
H 1.385 -5.136 3.501
H 1.455 -3.486 2.683
H 2.590 -5.928 1.241
H 3.549 -5.214 2.554
H 4.380 -4.031 0.742
H 3.176 -2.859 1.300
H 1.573 -3.734 -0.620
H 2.840 -4.917 -0.986
H 4.481 -2.771 -1.020
H 3.683 -3.473 -2.450
H 3.609 -0.856 -2.161
H 2.240 -1.707 -2.878
H 1.233 -0.182 -1.423
H 1.154 -1.591 -0.356
H 2.663 0.981 -0.096
H 3.702 -0.397 0.323
H 2.517 0.339 2.413
H 1.623 -1.137 1.814
H 0.125 0.834 0.549
H 0.837 1.875 1.831
H -1.286 1.120 2.685
H -0.006 0.329 3.623
H -0.467 -1.562 1.570
H -1.246 -1.644 3.174
H -2.355 -0.040 0.764
H -3.242 -0.393 2.319
H -4.174 -2.598 1.865
H -3.544 -3.746 0.245
H -2.169 -2.337 -0.270
H -2.227 -3.173 1.678
H -4.006 -0.725 -0.900
H -5.204 -1.085 0.456
H -4.486 -3.161 -1.685
H -5.835 -2.011 -1.959
H -5.944 -3.501 0.710
H -7.249 -3.212 -0.502
C 8.630 -4.897 -5.084
C 9.169 -5.108 -6.350
C 8.464 -4.720 -7.480
C 7.211 -4.128 -7.348
C 6.661 -3.938 -6.080
C 7.379 -4.314 -4.948
C 5.306 -3.353 -5.924
O 4.829 -3.183 -4.820
C 4.543 -2.988 -7.141
C 3.248 -2.491 -7.014
C 2.529 -2.134 -8.145
C 3.103 -2.262 -9.407
C 4.390 -2.762 -9.539
C 5.111 -3.135 -8.407
C 6.473 -3.701 -8.563
O 6.975 -3.817 -9.665
H 9.186 -5.192 -4.202
H 10.141 -5.575 -6.455
H 8.887 -4.881 -8.463
H 6.960 -4.155 -3.962
H 2.800 -2.386 -6.034
H 1.521 -1.752 -8.044
H 2.543 -1.976 -10.288
H 4.831 -2.865 -10.522
C -3.075 7.971 7.083
C -2.233 8.590 6.163
C -1.193 7.878 5.584
C -0.984 6.546 5.931
C -1.814 5.932 6.869
C -2.867 6.645 7.436
C -1.578 4.525 7.280
O -2.307 3.989 8.092
C -0.437 3.791 6.684
C -0.173 2.486 7.089
C 0.879 1.783 6.520
C 1.671 2.380 5.543
C 1.419 3.682 5.143
C 0.369 4.393 5.716
C 0.121 5.790 5.292
O 0.811 6.309 4.434
H -3.893 8.525 7.527
H -2.390 9.628 5.897
H -0.542 8.360 4.865
H -3.521 6.168 8.153
H -0.788 2.017 7.846
H 1.080 0.766 6.834
H 2.486 1.827 5.093
H 2.038 4.144 4.384
C -6.320 1.534 -3.023
C -7.301 2.515 -2.913
C -7.103 3.608 -2.082
C -5.925 3.719 -1.348
C -4.952 2.722 -1.441
C -5.147 1.635 -2.289
C -3.712 2.800 -0.630
O -2.863 1.938 -0.714
C -3.536 3.947 0.293
C -2.407 4.002 1.105
C -2.223 5.075 1.965
C -3.160 6.103 2.012
C -4.290 6.050 1.208
C -4.486 4.967 0.353
C -5.716 4.901 -0.475
O -6.540 5.796 -0.434
H -6.473 0.685 -3.678
H -8.221 2.428 -3.478
H -7.865 4.372 -2.003
H -4.389 0.868 -2.371
H -1.674 3.206 1.070
H -1.346 5.107 2.600
H -3.012 6.943 2.681
H -5.021 6.848 1.250

=====

[2]
172
Properties=species:S:1:pos:R:3 method="wB97M-V/def2-TZVPD" smiles="CCCCCCCCCCCCc1c(CCCS)c([PH2]=S)c(F)c2c1C(=O)c1c(CCCCl)cccc1C2=O.O=C1OC[C@@H](F)O1.O=C1OC[C@@H](F)O1.O=C1OC[C@@H](F)O1.O=C1OC[C@@H](F)O1.O=C1OC[C@@H](F)O1.O=C1OC[C@@H](F)O1.O=C1OC[C@@H](F)O1.O=C1OC[C@@H](F)O1.O=C1OC[C@@H](F)O1" charge=0 total_energy_ev=-192355.063
C -4.105 0.456 2.217
C -3.582 -0.358 3.416
C -2.152 0.001 3.823
C -1.179 0.143 2.657
C 0.281 0.062 3.135
C 1.283 0.734 2.187
C 1.836 2.048 2.751
C 2.511 2.949 1.706
C 1.677 4.173 1.359
C 0.395 3.839 0.576
C 0.584 3.895 -0.956
C -0.500 4.725 -1.665
C -0.865 4.287 -3.068
C -2.206 4.079 -3.479
C -3.393 4.299 -2.566
C -4.253 3.053 -2.232
C -3.958 2.419 -0.874
S -2.371 1.530 -0.836
C -2.481 3.686 -4.800
P -4.164 3.463 -5.436
S -5.394 4.975 -5.318
C -1.436 3.473 -5.688
F -1.699 3.049 -6.928
C -0.119 3.675 -5.319
C 0.150 4.092 -4.014
C 1.602 4.347 -3.719
O 1.949 5.299 -3.060
C 2.562 3.395 -4.335
C 3.725 2.954 -3.696
C 4.104 3.336 -2.291
C 4.846 4.674 -2.183
C 5.794 4.926 -3.333
Cl 6.779 6.405 -3.050
C 4.528 2.057 -4.398
C 4.214 1.588 -5.660
C 3.059 2.030 -6.293
C 2.251 2.936 -5.626
C 1.013 3.445 -6.269
O 0.930 3.671 -7.452
H -3.574 1.406 2.134
H -5.164 0.685 2.327
H -3.968 -0.078 1.278
H -4.253 -0.205 4.261
H -3.605 -1.419 3.164
H -1.768 -0.794 4.470
H -2.146 0.931 4.396
H -1.307 1.109 2.165
H -1.368 -0.644 1.922
H 0.545 -0.978 3.304
H 0.317 0.580 4.098
H 2.126 0.062 2.013
H 0.819 0.938 1.219
H 2.539 1.811 3.549
H 1.004 2.589 3.214
H 2.717 2.353 0.811
H 3.478 3.272 2.093
H 1.385 4.652 2.299
H 2.269 4.915 0.821
H 0.062 2.843 0.861
H -0.379 4.548 0.876
H 0.571 2.881 -1.360
H 1.557 4.344 -1.127
H -1.370 4.702 -1.025
H -0.184 5.770 -1.705
H -3.095 4.757 -1.633
H -4.041 5.023 -3.061
H -4.150 2.263 -2.975
H -5.294 3.380 -2.214
H -4.734 1.691 -0.644
H -3.944 3.164 -0.081
H -2.718 0.612 -1.743
H -3.985 3.097 -6.767
H -4.648 2.288 -4.853
H 4.769 2.561 -1.914
H 3.205 3.396 -1.686
H 5.396 4.690 -1.243
H 4.128 5.491 -2.147
H 6.484 4.104 -3.504
H 5.251 5.137 -4.254
H 5.421 1.683 -3.910
H 4.849 0.870 -6.161
H 2.766 1.703 -7.280
O -10.654 0.508 -6.395
C -9.535 0.845 -6.224
O -8.958 1.947 -6.756
C -7.650 2.095 -6.193
C -7.344 0.677 -5.760
F -6.570 0.631 -4.641
O -8.624 0.164 -5.465
H -7.687 2.776 -5.342
H -6.956 2.485 -6.933
H -6.878 0.054 -6.525
O 0.221 -3.144 4.560
C 0.223 -3.100 5.747
O -0.807 -3.462 6.531
C -0.358 -3.459 7.890
C 0.818 -2.506 7.825
F 1.808 -2.840 8.686
O 1.276 -2.689 6.496
H -0.034 -4.464 8.161
H -1.143 -3.133 8.566
H 0.565 -1.455 7.975
O 6.077 2.909 0.432
C 7.197 3.286 0.346
O 8.005 3.592 1.384
C 9.308 3.899 0.870
C 8.991 4.285 -0.560
F 9.979 3.947 -1.421
O 7.845 3.500 -0.834
H 9.939 3.010 0.904
H 9.762 4.698 1.449
H 8.741 5.338 -0.700
O -1.080 -6.714 6.535
C 0.007 -6.954 6.139
O 1.111 -6.216 6.418
C 2.260 -6.894 5.899
C 1.640 -7.764 4.824
F 2.281 -8.954 4.687
O 0.342 -8.001 5.336
H 2.712 -7.499 6.686
H 2.985 -6.180 5.520
H 1.562 -7.293 3.843
O 0.729 -14.454 7.866
C 0.953 -13.764 6.926
O 1.604 -12.585 6.968
C 1.792 -12.122 5.624
C 0.701 -12.867 4.883
F 1.063 -13.192 3.620
O 0.574 -14.050 5.654
H 2.777 -12.426 5.270
H 1.697 -11.043 5.572
H -0.262 -12.358 4.854
O 5.054 4.280 -6.485
C 5.446 4.904 -7.412
O 5.978 6.144 -7.344
C 6.464 6.502 -8.641
C 5.650 5.593 -9.541
F 6.339 5.195 -10.636
O 5.412 4.477 -8.703
H 7.526 6.262 -8.712
H 6.310 7.560 -8.827
H 4.692 6.007 -9.860
O -5.309 -13.946 9.428
C -4.290 -14.101 8.852
O -3.686 -15.293 8.635
C -2.559 -15.087 7.776
C -2.265 -13.621 8.004
F -1.789 -13.012 6.883
O -3.538 -13.094 8.315
H -2.853 -15.265 6.740
H -1.737 -15.741 8.047
H -1.576 -13.423 8.824
O 2.240 -5.273 0.621
C 1.361 -4.481 0.670
O 1.419 -3.223 0.178
C 0.123 -2.624 0.301
C -0.494 -3.450 1.411
F -1.832 -3.608 1.255
O 0.149 -4.704 1.242
H -0.430 -2.750 -0.632
H 0.214 -1.568 0.538
H -0.287 -3.085 2.413
O -7.826 6.289 -0.922
C -7.573 7.016 -1.820
O -7.009 8.242 -1.693
C -6.709 8.740 -3.000
C -7.666 7.948 -3.867
F -7.142 7.672 -5.081
O -7.809 6.747 -3.133
H -5.676 8.499 -3.254
H -6.861 9.815 -3.043
H -8.649 8.405 -3.999